Computed, not measured: a molecular structure, CH2BrN2 at a distorted geometry, with ωB97M-V with the def2-TZVPD basis set.

## Properties
Total energy (eV): -74076.7283
Net charge: +1
HOMO energy (alpha / beta) (eV): -15.4 / -15.4

XYZ file:
```
6
Properties=species:S:1:pos:R:3:forces:R:3
C -1.016 -0.741 -0.085 -0.2 3.1 0.9
N 0.031 -0.347 -0.825 -0.7 0.2 -0.9
N -0.627 0.563 -0.062 -1.5 -3.6 -0.4
Br 2.266 0.258 -0.130 -0.9 2.7 2.5
H -1.840 -1.404 0.259 1.0 0.2 -0.2
H 1.186 1.672 0.844 2.4 -2.6 -1.8
```
Positions in Å, forces in eV/Å.



Computed, not measured: a molecular structure, C6H7BrO at a distorted geometry, with ωB97M-V with the def2-TZVPD basis set.

## Properties
Total energy (eV): -78422.7483
Net charge: 0
HOMO energy (eV): -8.6

XYZ file:
```
15
Properties=species:S:1:pos:R:3:forces:R:3
C 0.026 0.075 -2.385 0.2 -1.3 0.4
C 0.514 -0.569 -1.144 -2.5 1.3 0.3
C -1.214 0.534 -2.083 -0.5 2.3 -0.8
C -0.458 -0.353 -0.185 -0.1 -0.7 0.0
C -0.583 -0.713 1.322 3.9 3.4 0.0
C 0.582 0.612 2.202 -5.0 -1.6 0.0
O -1.483 0.327 -0.786 -0.9 0.1 1.5
Br 0.917 0.039 4.007 -0.1 0.0 0.1
H 0.418 0.047 -3.404 0.2 0.1 0.7
H 1.326 -1.142 -0.830 1.6 -0.7 -0.5
H -1.929 1.315 -2.612 1.6 -2.2 1.1
H -0.132 -1.587 1.784 0.3 -0.3 -1.0
H -1.474 -0.553 1.854 -1.5 0.5 -0.1
H 1.479 0.599 1.717 2.1 0.2 -1.5
H 0.014 1.572 2.235 0.7 -0.9 -0.2
```
Positions in Å, forces in eV/Å.



Computed, not measured: 2 unconnected molecules or ions with the total composition C4H11N3O at a distorted geometry, with ωB97M-V with the def2-TZVPD basis set.

## Properties
Total energy (eV): -10840.9242
Net charge: 0
HOMO energy (eV): -7.6

XYZ file:
```
19
Properties=species:S:1:pos:R:3:forces:R:3
C -0.902 -0.092 -1.302 -0.4 -0.3 0.8
C -1.417 0.849 1.377 0.4 0.1 0.0
C -1.046 -0.503 0.854 0.5 0.0 -0.8
O -1.644 -1.540 0.995 0.1 0.2 -0.1
H -2.438 1.075 1.082 0.0 -0.1 0.0
H -0.992 -1.116 -1.670 0.0 0.0 -0.1
H -1.907 0.311 -1.176 -0.1 -0.1 0.0
H -0.422 0.562 -2.030 0.3 0.0 0.1
H -0.725 1.607 1.012 -0.1 0.0 0.0
H -1.356 0.824 2.471 -0.1 0.0 0.0
C 1.161 0.082 -0.221 1.4 0.3 1.2
N 1.937 -0.728 -1.088 -0.6 0.3 0.1
N 0.599 -0.727 0.895 -1.0 0.5 -0.4
N 1.436 1.286 0.149 -0.3 -0.8 -0.3
H 1.403 -1.275 -1.749 0.0 0.1 -0.1
H 2.693 -0.211 -1.515 -0.2 0.0 -0.2
H 0.636 -1.728 0.714 0.3 0.1 0.0
H 1.060 -0.482 1.776 -0.1 0.0 -0.1
H 1.923 1.806 -0.575 0.0 -0.1 -0.1
```
Positions in Å, forces in eV/Å.



Computed, not measured: a molecular structure, C22H51CeN4Sb at a distorted geometry, with ωB97M-V with the def2-TZVPD basis set.

## Properties
Total energy (eV): -49024.2453
Net charge: +4
HOMO energy (alpha / beta) (eV): -20.3 / -20.3

XYZ file:
```
79
Properties=species:S:1:pos:R:3:forces:R:3
Ce 7.727 7.823 8.293 0.4 -0.1 -0.1
C 9.604 9.425 5.460 1.3 0.1 0.3
C 10.304 8.058 5.681 0.5 0.9 0.9
N 9.541 7.105 6.558 -1.1 0.3 0.4
C 8.929 5.976 5.777 -0.2 0.7 -0.1
C 8.237 5.000 6.744 -0.2 -1.8 -2.2
N 6.986 5.543 7.374 0.2 -1.0 1.6
C 5.835 5.720 6.461 -0.1 0.5 -0.9
C 5.674 7.213 6.103 -2.0 -0.7 -0.4
C 4.800 8.036 7.087 1.1 1.5 -0.8
N 5.616 8.987 8.003 -1.4 -0.7 1.8
C 5.709 10.376 7.464 0.9 0.2 -0.6
C 7.011 10.635 6.662 -0.7 0.5 0.5
N 8.158 10.173 7.490 -0.4 -1.2 0.7
C 9.429 10.223 6.790 0.7 1.7 -2.7
H 8.716 9.343 4.830 -0.2 0.0 0.3
H 10.287 10.095 4.840 -0.6 -1.1 0.7
H 11.287 8.245 6.195 -0.8 -0.2 -0.7
H 10.459 7.526 4.758 0.4 0.1 -0.5
H 10.174 6.697 7.237 0.6 -0.3 -0.1
H 9.667 5.524 5.103 0.2 -0.5 0.7
H 8.291 6.461 5.018 -0.4 -0.3 0.5
H 8.924 4.647 7.517 0.0 0.3 0.1
H 8.029 4.030 6.132 0.0 1.6 1.1
H 6.706 4.852 8.129 0.5 0.9 -1.1
H 4.897 5.389 6.916 0.3 -0.1 0.2
H 5.935 5.117 5.535 0.2 0.3 0.6
H 5.098 7.225 5.149 0.5 0.1 0.5
H 6.591 7.712 5.866 1.0 0.4 -0.4
H 4.148 7.377 7.608 -0.5 -0.3 0.9
H 4.197 8.729 6.497 -0.2 -0.3 0.1
H 5.083 9.096 8.945 0.9 -0.5 -2.0
H 5.647 11.071 8.298 0.0 0.1 0.0
H 4.879 10.538 6.799 -0.5 0.4 -0.1
H 7.067 11.741 6.435 0.1 -1.1 0.1
H 7.026 10.065 5.715 -0.1 0.4 0.4
H 8.276 10.745 8.331 -0.3 0.2 -0.2
H 10.301 10.191 7.412 0.3 -0.9 0.9
H 9.566 11.256 6.449 -0.4 0.2 0.0
C 10.618 6.617 11.091 0.5 0.2 -0.2
C 9.561 6.388 12.154 0.7 0.8 0.9
C 9.074 4.969 12.219 1.0 -0.9 -0.1
C 10.246 6.818 13.531 -0.8 0.6 -0.9
Sb 7.834 7.794 11.607 0.4 -0.9 2.1
C 8.446 9.738 12.648 -1.7 0.3 -1.3
C 9.822 10.030 12.173 1.4 2.0 0.0
C 7.452 10.703 11.994 -0.3 1.2 0.6
C 8.184 9.629 14.125 -1.0 -1.0 -0.3
C 5.832 7.023 12.487 -0.1 0.2 0.6
C 5.406 5.822 11.658 -0.4 0.5 -0.4
C 4.893 8.267 12.350 -0.1 -0.5 0.9
C 6.016 6.547 13.961 1.7 0.3 -1.8
H 11.557 6.138 11.419 -0.4 -0.3 -0.4
H 10.918 7.655 10.999 -0.1 0.3 0.1
H 10.337 6.321 10.071 0.0 -0.5 0.0
H 9.989 4.313 12.340 -0.9 0.5 -0.4
H 8.503 4.674 11.351 0.1 -0.3 -0.6
H 8.445 4.710 13.048 -0.3 0.3 0.7
H 10.761 5.942 13.937 0.3 0.2 -0.3
H 9.530 7.071 14.300 -0.3 -0.1 0.2
H 10.896 7.718 13.407 -0.3 -1.1 0.1
H 9.792 10.587 11.204 0.0 -0.6 0.5
H 10.549 9.230 12.082 -0.1 0.0 0.3
H 10.263 10.795 12.885 -0.3 -0.8 -0.6
H 7.474 10.629 10.885 0.0 0.5 0.5
H 7.630 11.741 12.381 0.4 -0.6 -0.8
H 6.427 10.593 12.355 0.0 -0.5 -0.3
H 8.612 8.739 14.518 0.7 -0.5 0.6
H 7.117 9.528 14.360 0.1 0.3 -0.2
H 8.554 10.468 14.680 0.4 0.7 0.1
H 5.241 6.180 10.649 -0.5 -0.1 -0.6
H 4.455 5.452 12.068 0.2 0.0 -0.2
H 6.089 4.981 11.571 0.3 0.1 0.5
H 4.896 8.734 11.378 0.1 0.0 -0.6
H 5.105 9.075 13.067 0.2 -0.5 -0.1
H 3.847 7.997 12.557 0.3 -0.3 0.0
H 6.735 5.725 14.048 -0.5 -0.2 -0.2
H 5.058 6.290 14.328 -1.1 -0.5 0.4
H 6.428 7.288 14.583 0.2 1.3 0.9
```
Positions in Å, forces in eV/Å.



Computed, not measured: 2 unconnected molecules or ions with the total composition H4N2O2P at a distorted geometry, with ωB97M-V with the def2-TZVPD basis set.

## Properties
Total energy (eV): -16427.1839
Net charge: -1
HOMO energy (alpha / beta) (eV): -3.0 / -3.0

XYZ file:
```
9
Properties=species:S:1:pos:R:3:forces:R:3
N -0.258 0.142 -1.339 -0.2 1.3 -0.1
N -0.528 0.123 1.164 0.4 0.0 -0.5
O 0.336 2.341 0.046 -0.3 2.7 -0.1
O 2.860 -0.250 0.344 -2.8 1.2 -0.4
P 0.491 0.908 -0.008 2.4 -4.2 0.3
H 0.073 0.373 -2.264 0.3 -0.1 0.1
H -0.248 -0.830 -1.156 0.1 -1.1 -0.3
H -0.065 0.375 2.013 0.1 0.3 1.0
H -0.342 -0.875 1.115 0.0 -0.1 -0.1
```
Positions in Å, forces in eV/Å.



Computed, not measured: a molecular structure, C42H51FN2PdS2, with ωB97M-V with the def2-TZVPD basis set.

## Properties
Total energy (eV): -75228.2629
Net charge: 0
HOMO energy (alpha / beta) (eV): -5.9 / -8.0
⟨S²⟩: 6.08
Spin multiplicity: 5

XYZ file:
```
99
Properties=species:S:1:pos:R:3:forces:R:3
Pd -0.289 1.281 -1.198 0.7 0.5 -0.4
C -0.290 5.856 -2.306 0.0 0.0 0.0
C -0.057 4.464 -1.770 0.1 0.1 0.1
S -0.892 3.207 -2.516 -0.1 -0.3 0.2
C 0.836 4.269 -0.710 0.0 0.1 -0.1
C 1.533 5.443 -0.072 0.0 0.0 0.0
S 1.193 2.749 -0.066 0.1 -0.1 0.1
H -1.054 5.840 -3.079 0.0 0.0 0.0
H 0.624 6.272 -2.736 0.0 0.0 0.0
H -0.616 6.532 -1.512 0.0 0.0 0.0
H 1.695 6.261 -0.773 0.0 0.0 0.0
H 2.495 5.137 0.335 0.0 0.0 0.0
H 0.933 5.831 0.757 0.0 0.0 0.0
C -3.749 2.425 -0.643 0.0 0.0 0.0
C -3.999 0.926 -0.840 0.1 -0.2 -0.1
C -3.070 0.326 -1.899 0.2 0.0 -0.1
C -4.168 0.317 0.553 -0.1 0.3 0.0
C -5.459 0.472 1.054 0.0 0.0 0.1
C -5.755 0.312 2.395 0.1 0.0 0.0
C -4.739 -0.054 3.255 -0.1 0.0 0.0
C -3.455 -0.327 2.793 -0.1 -0.2 0.2
C -2.485 -0.906 3.806 0.1 0.0 0.0
C -3.105 -2.037 4.633 0.0 0.0 0.0
C -1.922 0.182 4.721 0.0 0.0 0.0
C -3.165 -0.121 1.436 0.0 0.3 -0.2
N -1.851 -0.414 0.909 0.3 -0.5 0.0
C -1.829 -1.589 0.148 0.1 0.1 0.2
C -0.899 -2.266 -0.672 -0.1 0.0 0.0
C -1.440 -3.522 -1.106 0.0 -0.1 0.0
C -0.741 -4.467 -1.808 0.0 0.1 0.0
C 0.590 -4.217 -2.128 0.0 0.0 0.0
C 1.139 -2.994 -1.783 0.0 0.0 0.0
C 0.436 -1.992 -1.119 0.2 -0.1 0.0
N 1.098 -0.726 -0.943 -0.6 0.1 -0.1
C 2.366 -0.570 -1.628 -0.1 0.2 -0.1
C 2.378 -0.292 -3.010 0.0 -0.1 0.1
C 3.606 -0.189 -3.651 0.0 0.0 0.0
C 4.799 -0.331 -2.969 0.0 0.0 0.0
C 4.771 -0.593 -1.615 0.0 0.0 0.0
C 3.566 -0.736 -0.929 0.1 0.0 0.0
C 3.653 -1.069 0.547 0.0 0.1 0.0
C 4.309 0.090 1.302 0.0 0.0 0.0
C 4.410 -2.379 0.783 0.0 0.0 0.0
C 1.137 -0.127 -3.866 -0.1 0.0 0.1
C 1.196 1.171 -4.670 0.0 0.1 0.0
C 0.930 -1.310 -4.816 0.0 0.0 0.0
H -3.744 2.948 -1.599 0.0 0.0 0.0
H -2.781 2.594 -0.168 0.0 0.0 0.0
H -4.523 2.857 -0.007 0.0 0.0 0.0
H -4.994 0.831 -1.288 0.0 0.0 0.0
H -1.974 0.469 -1.746 -0.6 -0.2 0.2
H -3.273 0.829 -2.847 0.0 0.0 0.0
H -3.228 -0.743 -2.040 0.0 0.0 0.0
H -6.238 0.792 0.372 0.0 0.0 0.0
H -6.759 0.475 2.762 0.0 0.0 0.0
H -4.953 -0.188 4.308 0.0 0.0 0.0
H -1.654 -1.360 3.277 -0.1 0.0 -0.1
H -3.759 -1.663 5.424 0.0 0.0 0.0
H -2.311 -2.612 5.114 0.0 0.0 0.0
H -3.686 -2.716 4.008 0.0 0.0 0.0
H -2.725 0.658 5.288 0.0 0.0 0.0
H -1.412 0.961 4.152 0.0 0.0 0.0
H -1.211 -0.244 5.432 0.0 0.0 0.0
H -2.787 -2.087 0.206 0.0 0.0 0.0
H -2.467 -3.734 -0.833 0.0 0.0 0.0
H -1.221 -5.393 -2.094 0.0 0.0 0.0
H 1.191 -4.951 -2.648 0.0 0.0 0.0
H 2.166 -2.798 -2.057 0.0 0.0 0.0
H 3.627 0.008 -4.716 0.0 0.0 0.0
H 5.743 -0.238 -3.491 0.0 0.0 0.0
H 5.701 -0.706 -1.074 0.0 0.0 0.0
H 2.651 -1.217 0.951 0.0 0.0 0.0
H 5.307 0.288 0.907 0.0 0.0 0.0
H 4.412 -0.144 2.362 0.0 0.0 0.0
H 3.725 1.008 1.203 0.0 0.0 0.0
H 5.474 -2.269 0.562 0.0 0.0 0.0
H 4.016 -3.180 0.156 0.0 0.0 0.0
H 4.319 -2.687 1.826 0.0 0.0 0.0
H 0.270 -0.070 -3.202 0.0 0.0 0.0
H 2.003 1.144 -5.406 0.0 0.0 0.0
H 1.350 2.032 -4.022 0.0 0.0 0.0
H 0.260 1.319 -5.212 0.0 0.0 0.0
H 1.772 -1.396 -5.508 0.0 0.0 0.0
H 0.026 -1.156 -5.409 0.0 0.0 0.0
H 0.828 -2.254 -4.285 0.0 0.0 0.0
F 3.321 -2.082 4.594 0.0 0.0 0.0
C 2.332 -1.562 3.841 0.0 0.0 0.0
C 2.163 -0.188 3.817 -0.1 0.0 -0.1
C 1.168 0.341 3.025 0.1 0.0 0.0
C 0.302 -0.487 2.271 -0.1 0.0 0.0
C -0.745 0.162 1.569 -0.1 0.2 -0.2
C 0.494 -1.889 2.358 0.0 0.1 0.0
C 1.514 -2.418 3.124 0.0 0.0 0.1
H 2.811 0.442 4.411 0.0 0.0 0.0
H 1.026 1.415 2.991 0.0 0.0 0.0
H 1.147 -0.462 0.033 0.2 -0.1 0.1
H -0.829 1.236 1.681 0.0 0.0 0.0
H -0.171 -2.560 1.840 -0.1 -0.1 -0.1
H 1.667 -3.487 3.192 0.0 0.0 0.0
```
Positions in Å, forces in eV/Å.



Computed, not measured: a molecular structure, C31H39InN3O2PS2, with ωB97M-V with the def2-TZVPD basis set.

## Properties
Total energy (eV): -77468.3897
Net charge: +2
HOMO energy (eV): -13.4

XYZ file:
```
79
Properties=species:S:1:pos:R:3:forces:R:3
In -1.260 -1.151 -1.785 0.0 0.1 0.0
C -0.047 3.850 -1.260 0.0 0.0 -0.1
C -0.599 4.029 0.122 -0.1 -0.1 0.1
C -1.483 3.143 0.575 0.1 0.1 0.0
C -1.875 2.019 -0.287 0.1 0.0 -0.1
N -1.205 1.652 -1.316 -0.1 0.0 0.1
C 0.008 2.372 -1.628 -0.1 0.1 0.0
C -3.103 1.244 0.044 -0.1 0.0 0.0
C -4.137 1.833 0.752 0.0 0.0 0.0
C -5.274 1.080 1.014 0.0 0.0 0.0
C -5.321 -0.228 0.582 0.0 0.0 0.0
C -4.229 -0.754 -0.111 0.0 0.0 0.0
N -3.149 -0.024 -0.386 0.0 0.0 0.1
C -4.239 -2.158 -0.607 0.0 0.0 0.0
C -5.051 -3.131 -0.041 0.0 0.0 0.0
C -5.038 -4.410 -0.578 0.0 0.0 0.0
C -4.218 -4.677 -1.661 0.0 0.0 0.0
C -3.418 -3.655 -2.145 0.0 0.0 0.0
N -3.422 -2.427 -1.631 0.0 0.0 0.0
H -0.700 4.358 -1.982 0.0 0.0 0.0
H -0.298 4.890 0.706 0.0 0.0 0.0
H -1.918 3.237 1.559 0.0 0.0 0.0
H 0.224 2.249 -2.687 0.0 0.0 0.0
H -4.079 2.864 1.068 0.0 0.0 0.0
H -6.113 1.518 1.538 0.0 0.0 0.0
H -6.203 -0.827 0.752 0.0 0.0 0.0
H -5.675 -2.907 0.811 0.0 0.0 0.0
H -5.662 -5.185 -0.155 0.0 0.0 0.0
H -4.188 -5.654 -2.121 0.0 0.0 0.0
H -2.747 -3.824 -2.980 0.0 0.0 0.0
C -0.706 -0.015 2.449 0.0 0.0 0.0
C -0.725 -1.537 2.598 0.0 0.0 0.0
C -2.110 -1.991 3.040 0.0 0.0 0.0
C -0.222 -2.234 1.343 0.0 0.0 0.0
C 1.030 -1.896 0.818 -0.1 0.0 0.0
C 1.559 -2.554 -0.278 0.0 0.0 0.0
C 0.875 -3.604 -0.891 0.0 0.0 0.0
C 1.465 -4.333 -2.063 0.0 0.0 0.0
C -0.365 -3.949 -0.368 0.0 0.0 -0.1
C -0.913 -3.270 0.718 0.0 0.1 0.0
H -0.978 0.464 3.390 0.0 0.0 0.0
H -1.435 0.289 1.694 0.0 0.0 0.0
H 0.271 0.367 2.150 0.0 0.0 0.0
H -0.019 -1.800 3.393 0.0 0.0 0.0
H -2.861 -1.755 2.279 0.0 0.0 0.0
H -2.399 -1.478 3.957 0.0 0.0 0.0
H -2.152 -3.062 3.237 0.0 0.0 0.0
H 1.610 -1.114 1.293 0.0 0.0 0.0
H 2.522 -2.248 -0.673 0.0 0.0 0.0
H 2.114 -5.143 -1.727 0.0 0.0 0.0
H 2.065 -3.666 -2.682 0.0 0.0 0.0
H 0.690 -4.774 -2.690 0.0 0.0 0.0
H -0.921 -4.767 -0.812 0.0 0.0 0.0
H -1.879 -3.583 1.092 0.0 0.0 0.0
C 3.436 1.544 2.068 0.0 0.0 0.1
C 3.560 3.049 2.066 0.0 0.0 0.0
C 4.972 3.567 1.953 0.0 0.0 0.0
O 2.729 3.632 0.958 0.0 0.0 0.0
P 2.594 3.165 -0.507 0.1 0.0 0.0
S 1.584 4.614 -1.548 0.0 0.0 0.1
S 1.379 1.511 -0.692 0.0 -0.1 0.0
O 4.026 2.968 -1.043 0.0 0.0 0.1
C 4.611 2.206 -2.195 -0.1 0.1 0.0
C 4.928 0.810 -1.722 0.1 0.0 0.0
C 3.708 2.270 -3.400 0.0 -0.1 -0.1
H 3.983 1.146 2.923 0.0 0.0 0.0
H 3.879 1.103 1.171 0.0 0.0 0.0
H 2.396 1.231 2.162 0.0 0.0 0.0
H 3.064 3.473 2.936 0.0 0.0 0.0
H 5.495 3.128 1.106 0.0 0.0 0.0
H 5.511 3.303 2.863 0.0 0.0 0.0
H 4.980 4.651 1.862 0.0 0.0 0.0
H 5.526 2.770 -2.365 0.0 0.0 0.0
H 4.021 0.233 -1.538 0.0 0.0 0.0
H 5.545 0.828 -0.825 0.0 0.0 0.0
H 5.496 0.306 -2.505 0.0 0.0 0.0
H 2.787 1.706 -3.238 0.0 0.0 0.0
H 4.229 1.815 -4.244 0.0 0.0 0.0
H 3.466 3.296 -3.674 0.0 0.0 0.0
```
Positions in Å, forces in eV/Å.



Computed, not measured: 7 unconnected molecules or ions with the total composition C5H27N3O6 at a distorted geometry, with ωB97M-V with the def2-TZVPD basis set.

## Properties
Total energy (eV): -22345.5373
Net charge: +3
HOMO energy (alpha / beta) (eV): -20.1 / -20.1
⟨S²⟩: 0.77
Spin multiplicity: 2

XYZ file:
```
41
Properties=species:S:1:pos:R:3:forces:R:3
C -1.932 -0.359 -2.345 0.4 -0.2 0.4
C -0.636 -0.327 -1.530 -0.6 -1.5 3.1
C 0.441 0.635 -1.921 1.8 1.7 -2.5
C 1.193 1.250 -0.726 2.8 2.3 -0.6
N -0.781 4.249 -0.004 -0.1 -1.9 -1.0
C -0.416 2.955 -0.363 -1.2 6.1 2.0
N 0.818 2.572 -0.191 0.0 -4.8 -1.4
N 0.153 -1.730 -1.558 0.0 1.0 -0.5
H -1.688 -0.539 -3.428 -0.9 0.5 1.0
H -2.559 -1.110 -1.898 0.1 -1.4 -0.3
H -2.668 0.421 -2.041 1.1 0.6 -1.0
H -0.867 -0.188 -0.333 0.3 -0.4 -3.0
H 1.295 0.172 -2.658 -1.9 0.8 1.9
H 0.100 1.430 -2.682 0.1 -0.8 1.4
H 2.319 1.429 -1.011 -1.6 -0.7 0.9
H 1.412 0.296 0.180 -0.2 0.3 -0.2
H -0.319 4.970 0.615 0.2 -1.4 -0.9
H -1.626 4.656 -0.455 0.3 -0.7 0.6
H -1.151 2.309 -0.768 -0.7 -0.3 -0.6
H 1.502 3.061 0.344 0.6 0.6 0.6
H -0.341 -2.465 -2.084 0.1 0.3 -0.2
H 0.329 -2.171 -0.622 -0.2 0.7 -0.9
H 1.085 -1.467 -2.035 -1.9 -1.5 1.0
H 2.385 -4.141 -0.573 0.9 -3.5 2.2
H 2.796 -3.239 -1.557 0.8 0.4 -1.1
O 2.054 -3.415 -0.996 -1.2 2.9 -1.0
H -2.780 2.648 1.737 -0.6 -0.3 0.8
H -3.175 1.196 1.256 -2.5 -3.6 1.8
O -2.777 1.969 1.070 3.3 3.9 -2.7
H -0.019 -2.368 3.961 0.5 1.7 -0.1
H -0.317 -0.884 4.300 -0.7 0.7 0.9
O 0.211 -1.419 3.735 0.3 -2.3 -1.1
H 2.116 -1.649 0.456 1.7 -2.2 -0.2
H 0.978 -1.251 1.511 -2.5 -1.8 4.3
O 1.470 -1.078 0.786 0.7 4.3 -4.0
H 1.597 0.421 2.337 -0.1 0.5 0.3
H 2.293 1.684 2.846 -1.8 -0.4 -1.3
O 1.540 1.385 2.216 2.1 0.2 1.5
H -1.058 -4.033 1.197 -1.0 1.9 0.2
H -1.568 -2.788 2.074 0.0 -0.5 -0.5
O -1.409 -3.085 1.158 1.1 -1.2 0.1
```
Positions in Å, forces in eV/Å.



> The highest net charge belongs to which entry?

C22H51CeN4Sb



> What is the formula in the seventh record?

C31H39InN3O2PS2